10
Properties=species:S:1:pos:R:3:lowdin_charge:R:1 method="wB97M-V/def2-TZVPD" energy_ev=-6259.8213 de_lowest_kcal_mol=148.4 gap_ev=9.4 spin_multiplicity=1
C 0.97 0.22 0.47 -0.139
C 0.08 -0.72 -0.16 -0.254
O -1.78 0.59 -0.38 -0.067
O -1.32 -0.68 -0.03 -0.182
H 0.71 0.42 1.43 0.047
H 1.94 -0.21 0.27 0.076
H 1.04 1.25 -0.08 0.113
H 0.28 -1.74 -0.09 0.085
H 0.21 -0.10 -1.92 0.174
H -2.13 0.97 0.50 0.148